The following is a quantum chemistry calculation of 2 unconnected molecules or ions with the total composition C4H7O3, from the OMol25 dataset.

ORCA input file:
```
! RIJCOSX wB97M-V def2-TZVPD def2/J DEFGRID3
* xyz -1 1
C 1.003 0.609 -1.735
O 1.589 1.646 -2.509
C -0.340 0.347 -0.798
C 0.866 0.850 -0.213
C -1.230 -1.368 1.968
O -1.962 -0.489 1.473
O 0.018 -1.489 1.893
H 0.538 0.795 -2.783
H 1.507 -0.354 -1.845
H -0.591 -0.673 -0.631
H -1.195 1.005 -0.743
H 1.406 0.173 0.450
H 1.265 1.846 -0.083
H -1.723 -2.193 2.560
*
```

Summary:
F_max: 3.38 eV Å⁻¹
gap between HOMO and LUMO: 8.2 eV
LUMO energy: 0.139 Ha
energy above the lowest of the compared OMol25 structures with the same formula, charge and spin: 130.6 kcal/mol
HOMO energy: -4.429 eV

These are the Mulliken partial charges, in e, on atoms 1 to 6: -0.14 -0.72 -0.47 -0.33 -0.05 -0.65